Entry 1:
C51H52BN5O8PbS3Se as an isolated structure. Source: OMol25; level of theory: ωB97M-V/def2-TZVPD.

Values from the calculation:
Frontier orbital gap, Ha: 0.2168
Electronic energy, hartree: -6664.2830
Multiplicity: 1
E_HOMO, eV: -2.30
Net charge: -2

Geometry (Å):
Pb -1.307245 -0.633750 -0.677321
C 7.680445 0.239355 -0.685151
C 6.202935 0.482405 -0.515782
C 5.277952 -0.520270 -0.784151
C 3.916052 -0.301449 -0.621067
C 3.482903 0.931923 -0.158647
C 4.382511 1.957782 0.087544
C 5.736714 1.724784 -0.086760
S 1.723494 1.280377 0.024372
O 1.608731 2.769176 0.044306
C 1.578608 0.706917 1.748542
C 1.799548 -0.676307 1.965242
C 1.652502 -1.211502 3.202166
C 1.255334 -0.402736 4.295175
C 1.093550 -0.948974 5.590033
C 0.721629 -0.161648 6.639608
C 0.478921 1.213100 6.432741
C 0.623890 1.764739 5.192188
C 1.028470 0.973546 4.085051
C 1.207570 1.536157 2.773176
C 1.126182 3.032207 2.700785
C 2.302392 3.783955 3.035080
C 3.548272 3.155583 3.280500
C 4.654682 3.888734 3.607826
C 4.573635 5.294076 3.706969
C 3.385297 5.926052 3.472743
C 2.224052 5.190787 3.133490
C 0.976704 5.838020 2.908998
C -0.125798 5.110957 2.599458
C -0.043844 3.700195 2.495413
S -1.544287 2.746597 2.241069
O -2.416480 3.058101 3.417076
C -2.191978 3.704911 0.871655
C -3.565000 3.890466 0.853290
C -4.149759 4.532610 -0.227128
C -3.376765 4.994907 -1.286446
C -4.021021 5.682710 -2.461251
C -1.997868 4.808645 -1.238196
C -1.397935 4.156728 -0.172018
H 7.865387 -0.686316 -1.230051
H 8.176660 0.160522 0.285225
H 8.154262 1.058147 -1.229872
H 5.615397 -1.489249 -1.134067
H 3.204200 -1.083312 -0.858744
H 4.006684 2.924127 0.400025
H 6.444574 2.524688 0.106763
H 2.072186 -1.310226 1.135138
H 1.819025 -2.270927 3.356695
H 1.257148 -2.012013 5.724312
H 0.594378 -0.589478 7.626676
H 0.158456 1.833361 7.260740
H 0.401739 2.813479 5.046097
H 3.619562 2.078299 3.193359
H 5.598552 3.388218 3.786033
H 5.453469 5.867457 3.973817
H 3.311618 7.005689 3.543802
H 0.920367 6.917300 2.996731
H -1.082803 5.591643 2.439519
H -4.163391 3.509240 1.668556
H -5.227686 4.634806 -0.262826
H -5.047429 5.340061 -2.593703
H -3.472096 5.480930 -3.382286
H -4.043589 6.767157 -2.318601
H -1.381796 5.154222 -2.061742
H -0.328801 3.971923 -0.172575
O -1.664451 -1.015504 3.253839
H -2.415283 -0.479065 2.972404
H -1.497139 -1.596786 2.494071
N -0.843339 2.343935 -3.066907
C -0.835404 1.734208 -2.070087
H -0.927751 2.282741 -4.063566
Se -4.154758 0.403513 0.352915
C -5.467484 1.223670 -0.630980
N -6.307629 1.762778 -1.224270
C -2.047391 -1.577773 -6.053790
C -0.737129 -1.206384 -5.367779
C 0.161542 -0.443572 -6.326989
O -1.069987 -0.340629 -4.266638
B -1.089695 -1.092092 -3.087841
O -0.619570 -2.368894 -3.349984
C -0.052922 -2.418136 -4.662739
C 1.456720 -2.251284 -4.505738
C -0.361230 -3.775794 -5.266875
H -2.535034 -0.663582 -6.397753
H -2.717066 -2.069092 -5.345649
H -1.880057 -2.231433 -6.913036
H -0.415870 0.339247 -6.824615
H 0.562563 -1.110759 -7.093928
H 0.991344 0.023837 -5.798889
H 1.691873 -1.287258 -4.049808
H 1.975618 -2.334595 -5.464339
H 1.824368 -3.029407 -3.834797
H -1.430444 -3.981255 -5.247823
H 0.143003 -4.541231 -4.674603
H 0.001497 -3.836580 -6.297480
C -2.989220 -5.064764 3.060054
C -3.797019 -5.044882 1.764004
C -2.992775 -4.905928 0.445990
C -1.790268 -5.872071 0.407242
C -1.058838 -5.876551 -0.933869
C -3.935217 -5.310404 -0.678266
O -4.516829 -6.384531 -0.687157
N -4.083780 -4.419449 -1.689894
C -3.402089 -3.189440 -1.847967
O -3.547401 -2.611846 -2.911010
N -2.654090 -2.747794 -0.811428
C -2.439019 -3.484254 0.294811
O -1.734606 -3.051191 1.210437
H -3.670948 -5.024940 3.913093
H -2.318155 -4.211482 3.121660
H -2.399554 -5.980373 3.145957
H -4.516457 -4.220975 1.801473
H -4.367674 -5.970346 1.675063
H -2.159311 -6.874646 0.639770
H -1.100545 -5.561297 1.192039
H -1.702729 -6.247928 -1.735800
H -0.175426 -6.513640 -0.886684
H -0.715223 -4.876177 -1.207743
H -4.678958 -4.677802 -2.461729
S 2.535550 -4.238431 -1.090324
C 1.539415 -2.935270 -0.920911
N 0.901216 -1.966056 -0.784793

Atomic forces in eV per Å
-0.29 -0.34 -0.12
-0.03 0.00 0.02
0.00 0.00 -0.01
0.02 0.00 0.02
-0.03 0.00 0.02
0.00 0.01 -0.12
0.03 -0.01 0.03
0.00 0.01 0.00
0.04 0.09 0.43
0.07 -0.17 -0.11
-0.02 0.04 -0.08
-0.03 0.03 -0.12
-0.02 0.04 0.09
0.07 -0.06 -0.03
-0.01 -0.01 -0.04
-0.02 0.07 0.00
0.00 -0.07 0.03
0.03 0.01 -0.06
-0.03 0.03 0.00
0.12 0.08 0.12
0.08 -0.04 -0.01
0.00 -0.03 -0.05
-0.02 -0.04 -0.03
0.01 0.07 0.00
0.01 -0.07 0.01
-0.02 -0.01 -0.02
-0.06 0.07 0.00
0.10 -0.02 0.01
-0.05 -0.05 0.04
-0.05 0.08 0.01
-0.17 -0.01 0.15
0.10 -0.05 -0.16
-0.05 0.08 0.00
-0.02 0.03 -0.03
-0.02 -0.01 0.03
0.05 0.04 0.02
0.00 0.00 0.02
-0.07 0.05 0.03
0.05 -0.04 -0.01
0.00 0.01 0.00
0.00 0.00 0.00
0.00 -0.01 0.00
-0.02 0.01 0.00
0.01 0.02 0.00
0.00 0.01 0.00
0.00 -0.01 0.00
-0.06 -0.01 -0.03
-0.01 0.01 0.00
0.00 0.01 -0.01
-0.01 0.00 -0.01
-0.01 0.00 -0.01
0.01 -0.01 0.01
-0.02 0.02 0.02
-0.01 0.00 0.00
0.00 0.00 -0.02
0.00 -0.01 0.00
0.02 0.00 -0.01
-0.01 -0.03 0.00
-0.01 -0.01 0.01
0.00 -0.03 -0.02
0.01 -0.01 0.00
0.00 0.00 0.00
0.00 -0.01 -0.01
-0.01 -0.04 0.00
-0.04 0.02 0.01
0.02 0.05 -0.01
0.04 0.02 0.01
-0.12 -0.06 0.00
0.02 -0.26 -0.21
0.08 0.53 0.01
-0.03 0.03 0.00
-0.13 0.05 -0.13
0.04 0.02 0.07
0.06 0.01 0.02
-0.05 -0.02 0.08
-0.09 -0.14 -0.08
-0.03 0.02 -0.01
0.03 0.12 0.18
0.19 -0.17 0.06
-0.08 0.08 0.06
0.01 0.10 -0.01
-0.01 0.01 0.06
0.00 -0.04 -0.01
0.00 -0.01 0.00
0.02 -0.01 -0.01
0.00 0.01 -0.01
0.01 -0.01 0.01
-0.01 0.01 -0.02
0.03 -0.03 -0.01
0.01 -0.01 -0.02
0.00 0.01 0.01
0.00 0.01 0.00
0.01 0.01 0.00
0.00 0.00 -0.02
-0.01 -0.01 0.01
0.01 0.01 -0.05
0.06 0.10 0.01
-0.03 -0.03 0.01
0.05 0.00 -0.10
-0.04 0.02 0.03
0.00 -0.06 0.06
0.01 0.03 -0.03
0.04 0.05 0.00
0.02 0.03 0.01
-0.09 0.02 0.07
0.20 0.04 0.01
-0.02 -0.02 0.00
-0.01 -0.04 -0.07
0.00 -0.05 -0.02
-0.02 0.00 0.01
0.00 0.02 0.00
-0.01 -0.02 0.00
-0.04 0.00 0.01
0.00 0.00 0.03
-0.02 -0.02 0.03
0.01 0.00 0.00
0.00 0.01 0.00
0.01 -0.01 0.00
0.02 -0.04 -0.02
-0.09 0.12 -0.02
0.19 -0.06 0.03
0.10 -0.21 -0.09

Entry 2:
C51H52N5O10PtS2 as an isolated structure at a distorted geometry. Source: OMol25; level of theory: ωB97M-V/def2-TZVPD.

Values from the calculation:
Frontier orbital gap, Ha: 0.1999
Electronic energy, hartree: -3916.4649
Multiplicity: 1
E_HOMO, eV: -5.03
Net charge: -1

Geometry (Å):
Pt 0.001200 -0.290400 -0.237400
C 2.951700 5.620600 -5.208200
C 2.611600 5.165000 -3.817500
C 3.058800 3.940000 -3.332200
C 2.779400 3.554800 -2.031800
C 2.038500 4.382700 -1.211500
C 1.568100 5.591600 -1.683100
C 1.854800 5.976900 -2.981200
S 1.731900 3.865800 0.493500
O 2.993800 3.464000 1.045200
O 1.074900 4.973700 1.163300
N 0.786000 2.555000 0.341200
C -0.363300 2.653500 -0.284000
C -1.069900 3.867100 -0.530600
C -2.210300 3.866500 -1.279100
C -2.682900 2.653600 -1.798700
C -2.007300 1.503100 -1.483500
N -0.894500 1.474400 -0.730300
H 3.022000 4.774100 -5.888900
H 3.916100 6.132500 -5.215500
H 2.204600 6.322600 -5.575700
H 3.645300 3.292100 -3.969500
H 3.146400 2.624900 -1.634200
H 0.999600 6.229500 -1.024000
H 1.495100 6.926000 -3.354200
H -0.678900 4.760100 -0.073800
H -2.748100 4.783700 -1.471400
H -3.558600 2.622200 -2.425500
H -2.365200 0.548000 -1.846500
C 5.492200 -2.684500 2.032700
C 4.894800 -2.797400 0.631500
C 5.982000 -3.273700 -0.358400
O 3.793300 -3.709300 0.616900
C 2.695200 -3.113400 -0.045500
C 3.358200 -1.867700 -0.700500
O 4.370100 -1.560800 0.236500
C 2.649500 -0.551700 -1.199200
O 1.931000 0.120500 -0.250900
C 1.769900 -0.815100 -2.428600
C 1.581900 -2.049700 -3.037500
C 0.707900 -2.190600 -4.105100
C 0.013300 -1.099500 -4.590100
C 0.201000 0.141800 -4.004600
C 1.073900 0.285700 -2.941000
C 3.895500 0.276800 -1.558200
C 4.457800 1.071600 -0.565700
C 5.644000 1.744400 -0.801600
C 6.276100 1.637400 -2.030100
C 5.709100 0.858800 -3.024500
C 4.531200 0.166100 -2.785500
C 1.411200 -2.862300 0.850100
O 0.553700 -2.168300 0.030000
C 1.760800 -2.234500 2.192500
C 2.577400 -2.907800 3.099900
C 2.805100 -2.390900 4.364100
C 2.250700 -1.182200 4.745300
C 1.479500 -0.481600 3.835500
C 1.230800 -1.011600 2.582200
C 0.721000 -4.240100 1.018200
C 0.679400 -5.007600 2.172000
C 0.024900 -6.230200 2.184600
C -0.636100 -6.693000 1.063400
C -0.630400 -5.919000 -0.083500
C 0.046000 -4.716800 -0.103900
H 5.553300 -3.674800 2.475700
H 4.854100 -2.049200 2.637200
H 6.482900 -2.245500 1.977000
H 6.520100 -4.125700 0.049100
H 6.667700 -2.445900 -0.520600
H 5.543600 -3.556200 -1.312500
H 2.362300 -3.810400 -0.826100
H 3.851100 -2.242600 -1.619200
H 2.103900 -2.920800 -2.677600
H 0.566300 -3.164800 -4.549600
H -0.670300 -1.214300 -5.418100
H -0.340000 0.998500 -4.379600
H 1.241800 1.263200 -2.508300
H 3.940700 1.180700 0.373800
H 6.068300 2.355700 -0.017900
H 7.202200 2.167300 -2.214800
H 6.191000 0.778300 -3.990600
H 4.109000 -0.453200 -3.565100
H 3.061900 -3.827400 2.814700
H 3.419900 -2.944300 5.060700
H 2.424900 -0.785500 5.735300
H 1.066500 0.481100 4.097600
H 0.628900 -0.433600 1.883800
H 1.146900 -4.669700 3.082600
H 0.036600 -6.826700 3.087000
H -1.156200 -7.639800 1.085100
H -1.151000 -6.246300 -0.968000
H 0.029400 -4.111100 -0.996000
C -8.764900 0.114900 0.727300
C -8.826500 -1.054200 1.684100
S -7.209000 -1.261600 2.508500
O -7.301200 -2.386000 3.400400
O -6.836800 -0.003100 3.110100
C -6.047200 -1.607100 1.166400
C -4.752000 -2.156200 1.756900
N -3.654600 -1.965400 0.849100
C -2.653800 -1.042900 0.978900
N -1.866800 -1.065700 -0.086700
C -2.344400 -1.996200 -0.950200
C -3.481700 -2.580900 -0.395000
N -4.281700 -3.532500 -0.944000
O -3.956100 -3.962700 -2.088000
O -5.320600 -3.932400 -0.326300
C -2.479100 -0.129300 2.137200
H -9.759800 0.404200 0.392700
H -8.169200 -0.129800 -0.148500
H -8.311700 0.964100 1.234400
H -9.032500 -2.001400 1.195700
H -9.545900 -0.891200 2.482600
H -5.876100 -0.660600 0.658400
H -6.478000 -2.349900 0.496700
H -4.880900 -3.223200 1.954000
H -4.528800 -1.638800 2.691500
H -1.890800 -2.205500 -1.896100
H -3.415800 0.364000 2.402000
H -1.744200 0.634200 1.874400
H -2.116400 -0.671100 3.013400

Atomic forces in eV per Å
-0.82 -0.74 -0.02
0.07 0.00 0.08
-0.12 0.01 0.00
-0.01 0.08 0.04
0.05 -0.08 -0.08
-0.11 -0.01 0.59
-0.06 0.14 0.14
0.07 -0.02 -0.09
-0.69 -0.42 -0.10
0.14 -0.24 -0.07
-0.01 0.16 -0.14
1.41 0.83 0.57
-0.35 0.29 -0.31
-0.36 0.09 -0.15
0.22 -0.23 0.04
-0.11 -0.02 -0.06
-0.10 0.07 -0.03
0.18 0.55 0.08
-0.03 0.00 -0.09
0.04 0.01 -0.03
-0.02 -0.02 -0.10
0.05 -0.10 -0.02
0.03 -0.12 -0.06
-0.05 0.08 0.06
-0.06 0.11 -0.01
-0.08 0.08 -0.03
-0.01 0.12 0.00
-0.11 -0.11 -0.06
0.10 0.06 -0.03
-0.38 0.20 -0.40
0.65 -0.19 0.01
-0.50 0.21 0.15
0.20 -0.22 0.28
-0.43 0.53 -0.32
-0.47 -0.46 -0.58
0.05 -0.07 0.32
0.59 -0.75 0.02
0.22 0.67 0.19
0.27 0.10 -0.27
0.12 0.19 0.13
-0.05 -0.11 -0.03
-0.14 -0.11 -0.04
0.08 0.16 0.06
0.28 -0.08 -0.26
-0.20 0.08 -0.08
0.07 0.07 -0.06
-0.08 -0.04 0.12
0.10 0.09 -0.08
0.15 -0.05 -0.14
-0.03 0.10 0.04
0.71 -0.13 -0.32
-0.35 -0.26 -0.11
-0.17 -0.08 -0.04
-0.03 0.16 0.09
0.02 -0.10 0.13
0.02 0.05 0.08
-0.03 -0.04 0.10
-0.11 0.14 -0.11
0.06 0.22 0.18
0.07 -0.01 0.01
-0.09 -0.19 0.10
-0.04 -0.14 0.13
0.02 0.01 -0.07
-0.04 -0.07 -0.09
0.06 -0.10 0.05
0.04 0.02 0.09
0.17 0.05 -0.01
0.02 -0.10 0.03
0.16 0.03 0.00
-0.01 -0.05 -0.06
0.03 0.16 0.12
-0.07 -0.03 0.18
0.05 -0.10 0.05
-0.01 -0.12 -0.08
-0.08 -0.01 -0.10
-0.02 0.14 -0.02
-0.04 0.00 0.12
-0.06 -0.03 0.08
0.02 0.08 0.04
0.02 0.02 -0.02
0.03 0.00 -0.05
-0.09 -0.06 -0.07
-0.07 -0.06 -0.02
0.10 -0.04 0.05
0.05 0.04 0.08
-0.04 0.13 0.01
0.15 -0.13 0.26
0.00 0.02 0.00
-0.05 -0.01 0.09
-0.04 -0.09 0.00
-0.12 -0.11 -0.18
0.06 0.08 -0.09
-0.03 0.15 -0.05
0.94 -0.06 0.04
-0.68 0.34 0.31
0.09 -0.52 -0.32
0.10 0.16 -0.39
-0.47 0.02 0.39
-0.57 -0.20 0.63
0.74 0.35 -0.58
-0.79 -0.51 0.14
-0.25 -0.50 -0.35
-0.83 -0.38 0.69
2.03 2.08 0.76
-2.14 -2.77 -2.13
-0.74 0.86 2.49
2.25 0.68 -1.20
-0.05 0.05 0.02
-0.02 -0.05 -0.02
0.03 0.05 -0.12
-0.02 0.13 -0.06
-0.10 -0.15 -0.01
0.12 -0.07 0.22
-0.04 0.07 -0.05
-0.13 0.20 0.01
0.12 0.25 0.10
0.17 -0.11 -0.09
0.23 -0.06 -0.19
-0.04 -0.04 -0.02
-0.02 -0.15 -0.03
0.05 -0.03 -0.04

The records above give, respectively, LUMO values of 3.60, 0.41 eV.